1.
An isolated molecule of C4H8O. Source: the Open Molecules 2025 dataset; level of theory: the ωB97M-V functional and the def2-TZVPD basis.

Summary:
* LUMO level: 0.83 eV
* net charge: 0
* SMILES string: CC(C)C=O
* multiplicity: 1
* HOMO: -9.74 eV

Atoms and positions in Å:
1 O 2.49 0.90 0.37
2 C 0.15 0.27 -0.30
3 C -0.24 -1.25 -0.39
4 C 1.52 0.15 0.34
5 C -1.02 1.00 0.26
6 H 0.48 -1.53 -1.17
7 H -2.02 0.82 -0.20
8 H 1.76 -0.86 0.78
9 H -1.24 0.77 1.33
10 H 0.46 0.65 -1.32
11 H -1.33 -1.21 -0.58
12 H -0.98 2.12 0.34
13 H -0.04 -1.82 0.54

***

2.
An isolated molecule of C4H8O. Source: the Open Molecules 2025 dataset; level of theory: the ωB97M-V functional and the def2-TZVPD basis.

Summary:
* LUMO level: 1.01 eV
* net charge: 0
* SMILES string: C[C@@H]1C[C@@H]1O
* multiplicity: 1
* HOMO: -9.77 eV

Atoms and positions in Å:
1 O 1.45 -1.12 -0.07
2 C 0.99 0.09 0.47
3 C -1.40 -0.75 -0.09
4 C -0.50 0.33 0.44
5 C 0.42 1.13 -0.45
6 H 0.60 2.19 -0.24
7 H -0.88 -1.38 -0.83
8 H -0.90 0.90 1.31
9 H 0.36 0.88 -1.52
10 H 2.33 -0.99 -0.46
11 H -2.26 -0.32 -0.61
12 H -1.77 -1.39 0.72
13 H 1.56 0.44 1.34

***

3.
An isolated molecule of C4H8O. Source: the Open Molecules 2025 dataset; level of theory: the ωB97M-V functional and the def2-TZVPD basis.

Summary:
* LUMO level: 0.73 eV
* net charge: 0
* multiplicity: 1
* HOMO: -7.34 eV

Atoms and positions in Å:
1 O 0.76 -0.10 0.81
2 C -0.30 1.00 -1.18
3 C 0.35 -0.26 -1.69
4 C -0.35 -0.32 1.85
5 C -0.41 -0.28 -0.40
6 H -1.28 0.26 1.78
7 H -0.64 -1.37 2.00
8 H 1.44 -0.30 -1.69
9 H 0.37 1.79 -0.85
10 H -0.11 -0.82 -2.49
11 H -1.24 1.36 -1.60
12 H 0.21 0.03 2.70
13 H 1.21 -0.97 0.76

***

4.
An isolated molecule of C4H8O. Source: the Open Molecules 2025 dataset; level of theory: the ωB97M-V functional and the def2-TZVPD basis.

Summary:
* LUMO level: 1.08 eV
* net charge: 0
* SMILES string: CCCC=O
* multiplicity: 1
* HOMO: -9.79 eV

Atoms and positions in Å:
1 O -2.21 0.02 1.71
2 C 1.75 0.30 -0.48
3 C -0.82 0.04 -0.30
4 C 0.53 -0.06 0.39
5 C -2.07 -0.25 0.55
6 H 0.53 0.56 1.30
7 H 0.68 -1.07 0.79
8 H 2.27 1.14 -0.04
9 H -2.76 -1.02 0.13
10 H -0.82 -0.65 -1.17
11 H 1.38 0.45 -1.50
12 H -0.97 1.03 -0.74
13 H 2.51 -0.48 -0.62

***

5.
A cluster of 2 separate species, C4H8O in total. Source: the Open Molecules 2025 dataset; level of theory: the ωB97M-V functional and the def2-TZVPD basis.

Summary:
* LUMO level: 0.37 eV
* net charge: 0
* multiplicity: 1
* HOMO: -8.11 eV

Atoms and positions in Å:
1 O -1.19 1.16 -1.54
2 C -0.31 -0.49 0.26
3 C -0.77 1.64 -0.49
4 C 0.67 -1.64 0.17
5 C 0.26 0.93 0.36
6 H 0.13 -2.56 -0.08
7 H 1.23 0.98 -0.16
8 H 1.36 -1.45 -0.67
9 H 0.38 1.44 1.33
10 H 1.29 -1.85 1.06
11 H -1.24 2.56 -0.17
12 H -1.01 -0.63 1.12
13 H -0.81 -0.08 -1.20

***

6.
An isolated molecule of C4H8O. Source: the Open Molecules 2025 dataset; level of theory: the ωB97M-V functional and the def2-TZVPD basis.

Summary:
* LUMO level (spin up / spin down): 0.92 / 0.92 eV
* net charge: 0
* multiplicity: 1
* HOMO (spin up / spin down): -7.25 / -7.04 eV

Atoms and positions in Å:
1 O -0.70 0.06 -1.47
2 C 0.94 -0.36 0.25
3 C 0.55 0.06 -1.12
4 C 0.42 0.63 1.31
5 C -1.75 -0.35 -0.81
6 H 0.56 -1.38 0.46
7 H 1.01 1.55 1.29
8 H -0.63 0.90 1.10
9 H -2.67 -0.31 -1.37
10 H 0.46 0.20 2.32
11 H -1.62 -0.91 0.11
12 H 2.03 -0.43 0.30
13 H 1.20 0.52 -1.85

***

7.
A cluster of 2 separate species, C4H8O in total. Source: the Open Molecules 2025 dataset; level of theory: the ωB97M-V functional and the def2-TZVPD basis.

Summary:
* LUMO level: 1.00 eV
* net charge: 0
* SMILES string: C=CC.C=O
* multiplicity: 1
* HOMO: -9.88 eV

Atoms and positions in Å:
1 O -1.16 -0.25 -2.29
2 C -1.52 -0.80 -1.28
3 C 0.56 0.05 1.02
4 C 1.56 0.10 -0.10
5 C -0.45 0.91 1.17
6 H 1.36 0.94 -0.78
7 H -0.61 1.72 0.47
8 H 1.54 -0.82 -0.69
9 H -0.95 -1.64 -0.84
10 H 0.69 -0.75 1.75
11 H -2.44 -0.50 -0.73
12 H 2.58 0.21 0.30
13 H -1.15 0.83 2.00

***

8.
An isolated molecule of C4H8O. Source: the Open Molecules 2025 dataset; level of theory: the ωB97M-V functional and the def2-TZVPD basis.

Summary:
* LUMO level: 1.17 eV
* net charge: 0
* SMILES string: CC[C@H]1CO1
* multiplicity: 1
* HOMO: -10.20 eV

Atoms and positions in Å:
1 O 1.72 -1.09 -0.61
2 C -0.63 -0.58 0.03
3 C -1.65 0.56 0.15
4 C 0.68 -0.13 -0.57
5 C 1.90 0.03 0.24
6 H 2.68 0.73 -0.07
7 H 0.61 0.48 -1.47
8 H -1.02 -1.42 -0.58
9 H -2.33 0.40 0.99
10 H -2.27 0.68 -0.75
11 H -0.43 -0.99 1.02
12 H 1.88 -0.18 1.31
13 H -1.13 1.51 0.31

***

9.
An isolated molecule of C4H8O. Source: the Open Molecules 2025 dataset; level of theory: the ωB97M-V functional and the def2-TZVPD basis.

Summary:
* LUMO level: 1.01 eV
* net charge: 0
* SMILES string: C1CCOC1
* multiplicity: 1
* HOMO: -9.66 eV

Atoms and positions in Å:
1 O -1.09 0.53 -1.02
2 C 0.82 0.48 0.56
3 C 0.33 0.94 -0.77
4 C 0.11 -0.84 0.41
5 C -1.19 -0.56 0.07
6 H 0.39 -1.75 1.31
7 H -1.76 -1.29 -0.35
8 H 0.67 1.26 1.33
9 H 0.28 2.04 -0.83
10 H 0.48 -1.33 -0.44
11 H 0.84 0.68 -1.53
12 H 1.88 0.20 0.25
13 H -1.76 -0.36 1.01

***

| no. | E (eV) |
| --- | --- |
| 1 | -6323.79738 |
| 2 | -6324.08233 |
| 3 | -6319.50363 |
| 4 | -6324.44574 |
| 5 | -6321.87988 |
| 6 | -6321.74376 |
| 7 | -6323.60365 |
| 8 | -6323.90851 |
| 9 | -6321.83411 |